Molecular formula: C19H28F9N2O4P3Ti
Method: DFT, ωB97M-V/def2-TZVPD

Output
Multiplicity ... 2
LUMO level (spin up / spin down) ... 2.6 / 1.6 eV
HOMO energy (spin up / spin down) ... -4.49 / -4.98 eV
Charge ... -1
Calculated total energy ... -3923.89675 Eh
HOMO-LUMO gap (spin up / spin down) ... 7.09 / 6.56 eV

The geometry in XYZ format:
```
66
C19H28F9N2O4P3Ti (ωB97M-V/def2-TZVPD)
Ti 0.396 0.746 -1.685
C 3.812 0.891 -4.091
C 2.602 0.188 -3.553
O 2.190 0.635 -2.406
C 2.012 -0.850 -4.217
C 0.946 -1.605 -3.638
C 0.754 -3.029 -4.080
N 0.247 -1.134 -2.653
N -0.398 -2.098 -1.845
C -0.012 -1.838 -0.635
O 0.718 -0.829 -0.296
C -0.434 -2.799 0.423
C -1.767 -3.176 0.540
C -2.159 -4.054 1.542
C -1.217 -4.577 2.418
C 0.119 -4.217 2.289
C 0.506 -3.324 1.302
H 3.511 1.879 -4.445
H 4.276 0.342 -4.909
H 4.525 1.040 -3.280
H 2.441 -1.189 -5.149
H 1.262 -3.199 -5.028
H -0.304 -3.270 -4.164
H 1.173 -3.701 -3.329
H -2.483 -2.774 -0.166
H -3.201 -4.335 1.635
H -1.522 -5.266 3.196
H 0.857 -4.627 2.967
H 1.540 -3.013 1.208
C 1.641 1.732 3.721
P 0.179 1.037 2.866
C 0.246 -0.703 3.425
C -1.263 1.627 3.845
C -2.478 1.037 3.125
P -2.117 1.070 1.280
C -2.249 2.851 0.981
C -3.667 0.345 0.643
H 1.609 2.819 3.669
H 2.532 1.415 3.179
H 1.707 1.406 4.763
H 0.045 -0.790 4.496
H 1.243 -1.091 3.217
H -0.462 -1.317 2.869
H -1.285 2.718 3.808
H -1.206 1.321 4.894
H -3.406 1.578 3.337
H -2.625 -0.008 3.411
H -3.188 3.205 1.413
H -2.212 3.052 -0.086
H -1.407 3.369 1.439
H -4.530 0.765 1.166
H -3.647 -0.734 0.808
H -3.740 0.532 -0.425
F -0.553 2.820 -3.661
C -0.287 1.480 -3.708
F -1.489 0.890 -4.015
F 0.445 1.353 -4.860
O -1.329 0.651 -0.638
O -1.103 1.830 -1.393
F 1.521 3.245 -1.747
P 2.057 3.319 -0.222
F 1.347 1.777 -0.020
F 3.417 2.595 -0.640
F 2.702 4.762 -0.446
F 2.508 3.264 1.323
F 0.653 3.962 0.234
```



Molecular formula: C7H14N2
Method: DFT, ωB97M-V/def2-TZVPD

Output
LUMO level ... 0.9 eV
HOMO energy ... -8.56 eV
Charge ... 0
Calculated total energy ... -384.52639 Eh
HOMO-LUMO gap ... 9.46 eV

The geometry in XYZ format:
```
23
C7H14N2 (ωB97M-V/def2-TZVPD)
C 0.541 -1.460 -1.822
C 1.879 -1.080 -1.289
C 1.677 -0.290 -0.072
C 2.544 0.610 0.616
N 1.983 1.032 1.862
C 0.985 0.112 2.069
N 0.734 -0.625 0.902
H 0.300 -2.526 -1.641
H 0.281 -1.046 -2.761
H -0.273 -0.917 -1.216
H 2.647 -1.913 -1.203
H 2.099 -0.369 -2.052
H 3.249 1.452 0.148
H 2.094 1.611 2.571
H 0.300 0.111 2.835
C -2.861 -0.081 0.246
C -2.511 1.420 -0.053
H -3.132 -0.309 1.368
H -3.640 -0.578 -0.364
H -1.833 -0.494 0.081
H -2.518 1.639 -1.127
H -1.479 1.650 0.270
H -3.066 2.054 0.632
```